C24H28ClN2PSTi | the ωB97M-V functional and the def2-TZVPD basis

Cartesian coordinates (Å):
1 Ti -0.29 -0.54 0.99
2 C -0.23 -2.47 3.38
3 C 1.15 -2.31 2.88
4 N 1.09 -2.27 1.40
5 C 0.76 -3.59 0.71
6 C -0.70 -3.86 0.26
7 S -1.71 -2.38 0.15
8 C -2.85 -2.56 1.60
9 C -2.55 -1.60 2.71
10 N -1.10 -1.30 2.92
11 H -0.34 -2.56 4.47
12 H -0.67 -3.40 3.00
13 H 1.86 -3.06 3.24
14 H 1.52 -1.37 3.17
15 H 2.00 -2.02 1.05
16 H 1.10 -4.47 1.28
17 H 1.41 -3.60 -0.20
18 H -1.17 -4.54 0.96
19 H -0.75 -4.37 -0.70
20 H -2.77 -3.57 2.00
21 H -3.88 -2.37 1.20
22 H -2.96 -2.03 3.66
23 H -2.98 -0.58 2.52
24 H -1.16 -0.71 3.72
25 Cl 0.76 1.31 2.14
26 C 0.92 2.81 1.25
27 C 1.57 3.87 1.89
28 C 1.83 5.02 1.15
29 C 1.36 5.05 -0.15
30 C 0.67 4.00 -0.74
31 C 0.49 2.79 -0.06
32 P -0.24 1.34 -0.88
33 C -1.17 1.82 -2.35
34 C -0.61 2.11 -3.60
35 C -1.44 2.56 -4.65
36 C -2.78 2.70 -4.39
37 C -3.37 2.45 -3.16
38 C -2.56 1.97 -2.16
39 C 1.12 0.22 -1.05
40 C 2.39 0.44 -0.58
41 C 3.37 -0.53 -0.65
42 C 3.09 -1.70 -1.35
43 C 1.82 -1.93 -1.90
44 C 0.81 -1.01 -1.67
45 H 1.85 3.72 2.92
46 H 2.46 5.80 1.53
47 H 1.51 5.92 -0.78
48 H 0.46 4.11 -1.82
49 H 0.41 1.90 -3.81
50 H -1.02 2.88 -5.56
51 H -3.41 3.06 -5.18
52 H -4.45 2.38 -3.09
53 H -2.97 1.68 -1.16
54 H 2.61 1.39 -0.15
55 H 4.34 -0.27 -0.21
56 H 3.88 -2.38 -1.54
57 H 1.71 -2.86 -2.47
58 H -0.23 -1.10 -2.11

Total charge: +2
Energy relative to the best compared isomer or geometry (same formula, charge and spin) in eV: 0.000
Multiplicity: 3
E_LUMO (spin up / spin down) in eV: -5.604 / -5.734
Frontier orbital gap (spin up / spin down) in Eh: 0.293 / 0.313
E in eV: -84070.79518
HOMO (spin up / spin down) in eV: -13.570 / -14.249